Entry 1:
C32H64Br2ClI2N4O5P2 as an isolated structure in a non-equilibrium geometry. Source: the OMol25 dataset; level of theory: wB97M-V/def2-TZVPD.

- Orbital gap: 8.69 eV
- Highest occupied orbital energy: -11.9 eV
- Charge: +1
- E: -237798.26799 eV

```
112
Properties=species:S:1:pos:R:3:forces:R:3
C 5.038 1.581 3.961 -0.2575 0.5048 -0.0207
C 3.564 1.919 4.273 0.3821 -0.3185 -0.0121
C 2.601 0.707 4.209 0.3408 0.4340 0.3943
C 1.209 0.947 3.587 0.2213 -0.7964 0.4736
C 0.966 0.586 2.095 -1.5315 0.1040 -0.3493
C 2.240 0.916 1.313 0.4744 0.3578 0.0533
C 3.504 0.089 1.362 0.2737 -0.4117 -0.0210
O 3.583 -1.100 1.211 -0.2048 0.1003 0.1304
C -0.250 1.455 1.561 0.3092 0.9368 -0.0600
I -0.327 1.594 -0.656 -0.0145 -0.1922 0.0311
C -0.248 2.996 1.854 0.0281 -0.4351 -0.4027
C 0.905 3.895 1.371 0.1296 0.6418 0.5578
C 1.622 4.617 2.526 0.2252 -0.0356 -0.3195
Cl 0.207 5.191 0.323 0.0215 -0.0506 -0.2054
C -1.544 0.816 2.172 -0.2013 0.4536 1.0549
N -1.652 1.060 3.615 0.0664 -0.6574 -0.2798
C -2.901 1.324 1.530 -0.3779 -0.1295 -0.3870
I -3.565 3.297 2.300 0.2200 -0.2231 -0.0066
C -4.207 0.532 1.671 -0.7017 0.6429 0.0042
C -5.310 1.076 0.729 0.0530 -0.5938 -0.1389
N -1.179 -0.748 2.185 -0.4758 -0.7177 -0.7888
P -1.564 -1.548 3.927 0.4212 0.9947 0.4872
O -1.458 -3.031 3.321 -0.2833 -0.2760 -0.0567
Br -3.782 -1.507 4.242 0.1589 0.0969 0.0041
P -2.345 -1.772 1.020 -0.0803 -0.9024 0.3234
O -2.248 -0.850 -0.284 -0.1291 0.0368 -0.1399
Br -1.367 -3.623 0.301 -0.0669 -0.0329 -0.1523
C 0.349 -0.893 1.940 1.0885 1.1282 -0.0653
C 1.147 -1.825 2.858 0.3140 -0.8217 -0.4734
C 1.307 -3.361 2.669 0.2689 -0.2239 0.9633
O 2.508 -3.676 2.001 -0.2530 -0.0854 -0.3034
C 1.331 -4.007 4.065 -0.2703 -0.1967 0.0013
N 1.213 -5.461 4.041 0.2352 0.0727 -0.0886
O 0.345 -1.180 0.529 0.1221 0.0180 -0.0392
C 1.185 -1.929 -0.117 0.1632 -0.0428 0.8735
N 1.904 -2.635 -0.665 -0.0443 0.0077 -0.4998
H 5.695 2.118 4.641 0.0947 -0.1223 0.0893
H 5.242 0.516 4.036 0.0958 -0.0693 0.0209
H 5.306 1.937 2.967 0.0843 -0.2178 -0.0903
H 3.246 2.717 3.610 -0.1158 0.1093 -0.0219
H 3.546 2.315 5.287 -0.2522 0.1693 -0.0198
H 2.414 0.452 5.254 -0.0684 -0.2500 -0.0144
H 3.153 -0.144 3.816 -0.2260 -0.0626 -0.2348
H 0.512 0.376 4.195 -0.1326 0.0352 -0.0163
H 0.951 1.981 3.791 0.0746 0.1941 -0.2240
H 2.076 1.097 0.249 -0.1712 -0.3039 -0.0638
H 2.555 1.891 1.685 -0.0745 0.0515 0.0823
H 4.430 0.668 1.499 -0.0133 0.2031 -0.1450
H -1.107 3.356 1.307 -0.1667 0.0664 0.1762
H -0.444 3.223 2.898 0.0956 0.0286 0.1449
H 1.641 3.424 0.737 -0.1801 -0.3024 -0.1178
H 1.197 5.603 2.685 -0.1797 -0.0349 0.1394
H 2.668 4.778 2.266 0.0535 0.0069 0.0595
H 1.576 4.056 3.454 0.0115 -0.0561 0.0876
H -1.187 1.896 3.919 -0.0756 0.1207 0.1667
H -2.618 1.062 3.914 -0.0756 0.3937 -0.0291
H -2.786 1.571 0.482 0.3559 -0.1794 -0.0359
H -4.136 -0.528 1.466 0.2819 -0.0232 0.1658
H -4.595 0.628 2.683 0.1478 -0.1939 0.1126
H -5.782 0.235 0.219 -0.0427 -0.0255 -0.0267
H -4.916 1.724 -0.052 -0.0273 0.2124 0.0512
H -6.106 1.569 1.279 0.0900 0.2900 -0.0529
H -2.015 -3.662 3.803 0.0598 -0.1652 -0.1649
H -3.080 -0.939 -0.777 0.1074 0.1821 -0.1810
H 2.172 -1.483 2.765 -0.0467 0.0538 -0.1660
H 0.919 -1.631 3.906 -0.3357 0.1605 -0.0584
H 0.493 -3.842 2.138 -0.0359 0.2542 -0.3055
H 3.196 -3.867 2.645 0.0424 0.0625 0.0020
H 0.518 -3.608 4.675 -0.0392 0.1064 -0.0013
H 2.253 -3.717 4.578 0.0665 0.0409 0.0080
H 2.113 -5.909 4.143 0.0066 -0.0323 0.0636
H 0.853 -5.777 3.149 -0.0875 -0.0123 -0.0040
C -3.113 5.062 -1.891 -0.0498 -0.1150 0.0351
C -3.435 3.950 -2.886 0.1092 0.0461 0.0857
C -3.645 4.445 -4.315 -0.0316 -0.0336 -0.0503
C -4.821 5.407 -4.492 0.0127 0.0292 0.0553
C -6.174 4.856 -4.044 -0.0211 -0.0287 -0.1099
C -6.619 3.624 -4.827 -0.0193 0.0258 0.1128
H -3.928 5.782 -1.814 0.0029 0.0188 -0.0064
H -2.939 4.656 -0.892 0.0247 0.0218 -0.0013
H -2.211 5.601 -2.190 -0.0080 0.0299 -0.0102
H -4.316 3.398 -2.544 -0.0162 -0.0096 -0.0319
H -2.607 3.233 -2.887 -0.0043 -0.0464 -0.0019
H -3.775 3.583 -4.974 -0.0108 0.0033 -0.0041
H -2.733 4.945 -4.655 0.0157 0.0009 0.0210
H -4.883 5.686 -5.548 -0.0164 -0.0028 -0.0076
H -4.619 6.335 -3.950 0.0150 0.0018 -0.0039
H -6.923 5.642 -4.167 -0.0099 0.0071 0.0346
H -6.152 4.624 -2.975 0.0098 0.0242 0.0101
H -6.685 3.844 -5.893 0.0274 -0.0178 -0.0162
H -7.602 3.287 -4.494 -0.0105 -0.0093 -0.0247
H -5.927 2.790 -4.697 0.0104 -0.0030 -0.0223
C 3.382 -6.110 -7.099 0.0096 -0.0641 0.0783
C 2.769 -6.169 -5.703 -0.0354 0.0191 -0.0997
C 2.389 -4.798 -5.146 -0.0278 0.0049 0.0592
C 3.559 -3.831 -4.962 0.0258 0.0017 -0.0626
C 4.679 -4.342 -4.057 -0.0483 0.0377 0.0952
C 4.223 -4.608 -2.625 0.1335 -0.0307 -0.0768
H 4.314 -5.542 -7.107 0.0001 0.0152 -0.0109
H 3.608 -7.112 -7.466 -0.0002 0.0031 -0.0249
H 2.694 -5.642 -7.806 0.0145 0.0317 -0.0070
H 3.457 -6.675 -5.021 -0.0045 0.0115 0.0245
H 1.869 -6.788 -5.739 0.0066 -0.0209 0.0230
H 1.875 -4.933 -4.190 0.0140 0.0107 0.0077
H 1.658 -4.333 -5.815 -0.0002 -0.0127 -0.0204
H 3.172 -2.893 -4.550 0.0105 0.0009 0.0221
H 3.980 -3.577 -5.939 -0.0139 -0.0052 -0.0107
H 5.477 -3.595 -4.041 0.0259 -0.0163 -0.0164
H 5.122 -5.249 -4.479 -0.0051 0.0090 -0.0355
H 3.812 -3.706 -2.172 -0.0541 -0.0215 0.0213
H 5.061 -4.940 -2.009 -0.0117 -0.0037 0.0195
H 3.458 -5.385 -2.582 -0.0155 0.0094 0.0123
```
Forces are in eV/Å.

***

Entry 2:
One molecule with the formula C2H2N2O2 in a non-equilibrium geometry. Source: the OMol25 dataset; level of theory: wB97M-V/def2-TZVPD.

- Orbital gap (spin up / spin down): 6.48 / 7.20 eV
- Highest occupied orbital energy (spin up / spin down): -6.1 / -10.2 eV
- Spin multiplicity: 3
- Charge: 0
- E: -9174.52351 eV

```
8
Properties=species:S:1:pos:R:3:forces:R:3
C -0.510 -0.299 0.026 -10.3349 4.4242 -0.5240
C -1.840 -0.036 -0.156 2.7177 -2.9998 0.3012
N 0.591 -0.825 0.036 10.8342 -4.3710 0.2325
N 1.691 -0.042 -0.091 0.4303 -3.0329 1.5864
O -0.997 1.050 -0.107 1.6530 3.0387 0.2478
O -2.964 -0.305 -0.231 -3.3954 0.0231 -0.3236
H 1.484 0.902 0.072 0.1084 1.9658 0.0141
H 2.545 -0.445 0.451 -2.0132 0.9518 -1.5344
```
Forces are in eV/Å.

***

Q: Which value of charge does entry 2 give?
A: 0